Version P
Below is a cluster of 2 separate species, CH9N2O in total, with properties calculated with ωB97M-V with the def2-TZVPD basis set.

Last column: Löwdin charge in e.
Geometry (Å):
O -1.835 -0.126 -2.201  -0.06
H -2.237 0.731 -2.437  0.08
H -1.017 -0.920 1.005  0.15
H -2.048 -0.841 -2.824  0.08
N -0.582 -0.192 0.427  0.19
C 1.075 -0.293 0.546  -0.19
N 1.597 0.576 1.462  0.04
H -0.537 0.737 0.857  0.13
H -0.892 -0.149 -0.562  0.09
H 1.422 -0.044 -0.452  0.13
H 1.209 -1.342 0.739  0.13
H 2.046 0.364 2.341  0.12
H 1.800 1.499 1.098  0.11

molecular weight	65.096	g mol⁻¹
LUMO	-3.20	eV
2S+1	1
frontier orbital gap	0.4268	hartree
charge	+1

***

Version Q
Below is a cluster of 2 separate species, CH9N2O in total, with properties calculated with ωB97M-V with the def2-TZVPD basis set.

Last column: Löwdin charge in e.
Geometry (Å):
O -1.730 1.247 0.510  -0.03
H -2.449 0.622 0.343  0.08
H -0.230 0.533 0.990  0.10
H -2.144 2.115 0.538  0.08
N 0.517 -0.192 0.991  0.18
C 1.087 -0.283 -0.392  -0.23
N 0.088 -0.833 -1.257  0.04
H 1.239 -0.007 1.693  0.17
H 0.098 -1.076 1.285  0.17
H 1.415 0.702 -0.666  0.13
H 1.955 -0.911 -0.383  0.13
H 0.388 -1.705 -1.669  0.09
H -0.235 -0.211 -1.983  0.09

molecular weight	65.096	g mol⁻¹
LUMO	-3.27	eV
2S+1	1
frontier orbital gap	0.4222	hartree
charge	+1

***

Which structure is the most stable? The one labeled version Q.